DFT (ωB97M-V/def2-TZVPD) results for C6H11NO in the gas phase at a distorted geometry.

The geometry in XYZ format:
```
19
Properties=species:S:1:pos:R:3:nbo_charge:R:1
C -3.02 -0.68 0.38 -0.256
O -2.50 0.49 -0.24 -0.394
N -1.13 0.49 -0.13 -0.178
C -0.37 1.45 -0.47 0.064
C 1.09 1.24 -0.29 -0.277
C 1.92 0.71 0.86 -0.395
C 1.80 -0.02 -0.35 -0.208
C 1.15 -1.39 -0.35 -0.607
H -2.18 -1.41 0.28 0.196
H -3.96 -1.00 -0.12 0.199
H -3.16 -0.50 1.57 0.171
H -0.75 2.37 -1.03 0.180
H 1.53 1.98 -0.99 0.214
H 1.17 0.27 1.53 0.216
H 2.77 1.24 1.35 0.231
H 2.61 0.01 -1.03 0.207
H 1.78 -2.08 0.24 0.200
H 1.05 -1.86 -1.23 0.206
H 0.19 -1.31 0.04 0.231
```

## Properties
**SMILES**: CO/N=C/[C@H]1C[C@H]1C

---

DFT (ωB97M-V/def2-TZVPD) results for 9 unconnected molecules or ions with the total composition C29H70Cl2F6N4O13P at a distorted geometry.

The geometry in XYZ format:
```
125
Properties=species:S:1:pos:R:3:lowdin_charge:R:1
P 18.30 -8.08 -5.48 0.208
F 19.65 -8.07 -6.36 -0.171
F 19.15 -7.62 -4.16 -0.163
F 18.01 -6.52 -5.84 -0.162
F 16.92 -8.08 -4.61 -0.155
F 17.44 -8.49 -6.78 -0.146
F 18.73 -9.59 -5.04 -0.162
C 15.89 -5.16 -7.43 -0.067
C 14.96 -3.98 -7.55 -0.406
C 14.63 -3.37 -6.18 -0.191
O 13.79 -2.23 -6.43 -0.189
C 13.09 -1.80 -5.32 -0.148
N 15.59 -3.01 -8.50 0.067
H 15.62 -5.77 -6.56 0.076
H 16.91 -4.89 -7.18 0.062
H 15.85 -5.81 -8.30 0.067
H 14.06 -4.41 -7.99 0.135
H 15.46 -3.15 -5.51 0.112
H 13.98 -4.08 -5.65 0.116
H 12.32 -2.50 -4.95 0.088
H 12.62 -0.82 -5.42 0.083
H 13.74 -1.63 -4.44 0.078
H 16.44 -3.00 -7.93 0.037
H 15.16 -2.11 -8.24 0.059
C 13.37 -11.20 -4.17 -0.061
C 14.63 -10.56 -4.74 -0.448
C 15.92 -11.38 -4.75 -0.212
O 16.37 -11.78 -3.48 -0.157
C 16.80 -10.69 -2.70 -0.114
N 14.40 -9.83 -5.98 0.055
H 13.32 -11.20 -3.08 0.070
H 13.28 -12.25 -4.48 0.072
H 12.41 -10.79 -4.48 0.070
H 14.75 -9.79 -3.97 0.104
H 16.71 -10.80 -5.23 0.086
H 15.72 -12.24 -5.40 0.120
H 17.52 -10.05 -3.22 0.061
H 17.31 -11.14 -1.85 0.082
H 16.06 -10.01 -2.26 0.080
H 15.26 -9.46 -6.36 0.046
H 14.07 -10.47 -6.71 0.068
C 23.32 -11.11 -4.38 -0.052
C 21.90 -10.52 -4.34 -0.423
C 21.52 -9.97 -2.97 -0.213
O 21.77 -10.79 -1.85 -0.192
C 21.07 -12.02 -1.76 -0.097
N 21.90 -9.46 -5.36 0.055
H 24.01 -10.46 -3.83 0.078
H 23.70 -11.07 -5.40 0.065
H 23.36 -12.11 -3.94 0.064
H 21.16 -11.29 -4.56 0.116
H 20.49 -9.60 -2.93 0.111
H 22.04 -9.03 -2.78 0.126
H 21.59 -12.66 -2.48 0.079
H 19.99 -11.97 -1.91 0.083
H 21.17 -12.42 -0.75 0.082
H 22.49 -8.67 -5.15 0.082
H 20.96 -9.07 -5.51 0.027
C 13.74 -4.81 -1.81 -0.062
C 14.81 -5.10 -2.85 -0.425
C 16.30 -5.10 -2.41 -0.151
O 16.48 -4.20 -1.31 -0.207
C 17.45 -4.50 -0.35 -0.128
N 14.57 -6.39 -3.48 0.044
H 13.90 -3.82 -1.39 0.072
H 13.76 -5.51 -0.97 0.078
H 12.75 -4.81 -2.27 0.074
H 14.78 -4.30 -3.60 0.099
H 16.96 -4.66 -3.17 0.123
H 16.62 -6.12 -2.20 0.121
H 17.75 -3.57 0.15 0.080
H 18.34 -4.95 -0.79 0.084
H 17.06 -5.07 0.51 0.081
H 14.58 -7.11 -2.76 0.070
H 15.37 -6.68 -4.04 0.037
C 18.18 -11.88 -7.46 -0.063
C 19.11 -12.48 -6.40 -0.229
O 19.25 -13.87 -6.48 0.065
C 18.48 -14.64 -5.73 -0.590
O 17.61 -14.26 -5.01 0.138
O 18.85 -15.91 -5.93 0.002
C 18.10 -16.96 -5.36 -0.058
H 18.60 -12.21 -8.42 0.060
H 18.20 -10.79 -7.43 0.056
H 17.15 -12.21 -7.42 0.072
H 18.73 -12.15 -5.43 0.107
H 20.06 -11.95 -6.45 0.115
H 18.68 -17.48 -4.60 0.094
H 17.65 -17.55 -6.15 0.093
H 17.21 -16.55 -4.86 0.090
C 21.81 -3.55 -11.81 -0.066
C 20.81 -4.12 -10.81 -0.257
O 19.50 -3.68 -11.03 0.053
C 18.41 -4.35 -10.64 -0.581
O 17.33 -3.88 -10.59 0.150
O 18.76 -5.61 -10.30 -0.028
C 17.74 -6.57 -10.09 -0.043
H 21.85 -4.14 -12.72 0.072
H 22.82 -3.61 -11.41 0.071
H 21.62 -2.48 -11.95 0.076
H 21.22 -3.94 -9.82 0.123
H 20.92 -5.21 -10.82 0.098
H 18.02 -7.43 -10.72 0.089
H 16.77 -6.30 -10.51 0.096
H 17.70 -6.97 -9.08 0.080
C 20.96 -4.82 -4.15 -0.066
C 19.99 -4.24 -5.13 -0.205
O 19.42 -3.01 -4.60 0.053
C 18.50 -2.43 -5.35 -0.608
O 18.08 -2.83 -6.40 0.121
O 18.05 -1.37 -4.70 0.018
C 17.05 -0.58 -5.29 -0.045
H 21.86 -4.20 -4.05 0.076
H 21.32 -5.76 -4.57 0.074
H 20.53 -5.03 -3.17 0.076
H 19.17 -4.93 -5.25 0.093
H 20.44 -4.15 -6.12 0.132
H 17.05 0.45 -4.92 0.092
H 16.03 -0.87 -5.00 0.079
H 17.13 -0.62 -6.37 0.101
C 21.44 -9.36 -8.64 -0.985
Cl 20.45 -10.19 -9.92 0.464
Cl 21.94 -7.78 -9.23 0.518
H 20.72 -9.23 -7.85 -0.027
H 22.29 -9.98 -8.39 0.023
```

## Properties
**Charge**: -1

---

DFT (ωB97M-V/def2-TZVPD) results for 2 unconnected molecules or ions with the total composition C11H12N2S at a distorted geometry.

The geometry in XYZ format:
```
26
Properties=species:S:1:pos:R:3:nbo_charge:R:1
C 2.02 1.36 1.91 -0.500
C 1.96 0.91 0.70 0.178
C 2.05 1.06 -0.72 -0.064
C 1.07 2.07 -1.32 -0.612
N 1.57 -0.20 -0.06 -0.405
C 0.29 -0.86 -0.10 0.180
C -0.23 -1.21 -1.38 -0.241
C -1.19 -2.08 -1.60 -0.187
C -1.73 -2.67 -0.44 -0.233
C -1.33 -2.22 0.84 -0.185
C -0.25 -1.31 1.04 -0.330
H 2.61 2.23 1.92 0.223
H 1.60 0.78 2.73 0.217
H 2.99 0.95 -1.28 0.208
H 0.38 2.34 -0.69 0.220
H 0.91 1.69 -2.30 0.217
H 1.72 2.97 -1.46 0.216
H 0.19 -0.64 -2.26 0.216
H -1.60 -2.57 -2.53 0.232
H -2.44 -3.49 -0.49 0.216
H -1.89 -2.65 1.71 0.222
H 0.12 -0.92 1.97 0.235
N -2.10 0.74 1.75 -0.672
C -2.37 1.45 0.80 0.240
S -2.89 2.27 -0.44 -0.001
H -1.46 -0.01 1.67 0.412
```

## Properties
**SMILES**: C=C1[C@H](C)N1c1ccccc1.N=C=S

---

DFT (ωB97M-V/def2-TZVPD) results for C7H13NO in the gas phase at a distorted geometry.

The geometry in XYZ format:
```
22
Properties=species:S:1:pos:R:3:nbo_charge:R:1
C 2.58 1.38 0.03 -0.267
O 1.28 0.80 0.20 -0.515
C 1.18 -0.54 0.06 0.309
C 2.44 -1.36 0.07 -0.665
C -0.01 -1.06 -0.18 -0.283
C -1.24 -0.28 -0.53 -0.265
C -1.65 1.17 -0.34 -0.424
C -2.25 0.17 0.54 -0.079
N -3.60 -0.25 0.11 -0.839
H 2.43 2.47 -0.27 0.195
H 3.23 0.91 -0.76 0.189
H 3.03 1.48 1.00 0.183
H 2.91 -1.16 1.00 0.214
H 3.05 -1.16 -0.79 0.217
H 2.17 -2.51 0.01 0.228
H -0.23 -2.19 -0.26 0.211
H -1.81 -0.82 -1.32 0.229
H -2.35 1.53 -1.18 0.226
H -0.99 1.99 0.05 0.238
H -1.99 -0.04 1.63 0.197
H -4.27 0.53 0.34 0.349
H -3.91 -1.05 0.58 0.354
```

## Properties
**SMILES**: CO/C(C)=C\[C@@H]1C[C@H]1N

---

DFT (ωB97M-V/def2-TZVPD) results for a molecular structure, C25H41IrN2O8S2Si at a distorted geometry.

The geometry in XYZ format:
```
80
Properties=species:S:1:pos:R:3:lowdin_charge:R:1
Ir -0.22 -0.25 -0.05 1.275
O 0.31 0.00 -2.35 -0.146
C 1.61 -0.56 -2.46 -0.225
C 2.54 0.12 -1.50 -0.121
N 2.06 0.04 -0.10 -0.210
C 2.25 1.29 0.64 -0.067
C 1.16 2.29 0.34 -0.601
O 1.33 3.47 0.55 0.130
O 0.10 1.73 -0.17 -0.197
C 2.50 -1.11 0.68 -0.103
C 1.53 -1.38 1.81 -0.626
O 1.81 -2.18 2.65 0.115
O 0.40 -0.68 1.78 -0.206
H 0.29 0.94 -2.56 0.117
H 1.50 -1.61 -2.19 0.069
H 1.98 -0.50 -3.48 0.143
H 3.54 -0.33 -1.58 0.148
H 2.63 1.17 -1.77 0.144
H 2.20 1.10 1.71 0.147
H 3.19 1.78 0.40 0.152
H 2.57 -2.01 0.07 0.099
H 3.47 -0.94 1.16 0.156
S -4.52 0.79 -0.42 1.159
C -2.83 0.99 -0.38 -0.416
N -2.18 0.13 0.36 -0.147
C -3.04 -0.78 0.99 -0.296
C -2.68 -1.78 1.88 -0.023
C -3.68 -2.57 2.40 -0.055
C -5.02 -2.38 2.04 -0.061
C -5.39 -1.37 1.17 -0.063
C -4.38 -0.56 0.66 -0.441
H -2.34 1.80 -0.90 0.095
H -1.64 -1.91 2.15 0.082
H -3.43 -3.35 3.11 0.111
H -5.78 -3.02 2.46 0.117
H -6.43 -1.21 0.91 0.119
C 1.84 -5.36 3.42 -0.014
C 0.53 -5.34 2.66 -0.596
C -0.06 -6.74 2.56 -0.017
C -0.47 -4.38 3.29 -0.016
O 0.85 -4.88 1.31 -0.120
Si 0.02 -4.70 -0.04 0.014
S -0.30 -2.48 -0.45 0.623
O 0.82 -5.08 -1.37 -0.132
C 2.19 -5.46 -1.67 -0.615
C 2.28 -5.54 -3.18 -0.017
C 3.13 -4.40 -1.12 -0.021
C 2.47 -6.81 -1.02 -0.010
O -1.49 -5.22 0.04 -0.127
C -2.53 -5.53 -0.93 -0.613
C -2.18 -6.86 -1.58 -0.012
C -3.81 -5.64 -0.12 -0.013
C -2.64 -4.43 -1.97 -0.046
H 1.68 -5.74 4.43 0.098
H 2.25 -4.36 3.48 0.072
H 2.56 -6.01 2.91 0.091
H -0.27 -7.14 3.55 0.098
H 0.64 -7.41 2.06 0.092
H -0.99 -6.73 1.98 0.075
H -0.73 -4.72 4.29 0.104
H -1.38 -4.34 2.67 0.065
H -0.03 -3.38 3.36 0.074
H 1.98 -4.59 -3.63 0.088
H 1.62 -6.32 -3.56 0.093
H 3.30 -5.77 -3.48 0.097
H 2.95 -3.44 -1.62 0.070
H 4.17 -4.68 -1.30 0.103
H 2.98 -4.27 -0.04 0.082
H 1.75 -7.55 -1.37 0.097
H 2.40 -6.73 0.06 0.079
H 3.47 -7.15 -1.29 0.099
H -2.11 -7.65 -0.83 0.096
H -1.21 -6.78 -2.09 0.081
H -2.94 -7.14 -2.31 0.098
H -3.72 -6.41 0.65 0.094
H -4.65 -5.90 -0.78 0.098
H -4.03 -4.68 0.36 0.072
H -1.71 -4.34 -2.53 0.079
H -2.85 -3.47 -1.49 0.064
H -3.45 -4.66 -2.66 0.099
```

## Properties
**Charge**: +1
**⟨S²⟩**: 0.7556
**Spin multiplicity**: 2

---

DFT (ωB97M-V/def2-TZVPD) results for a molecular structure, C5H10CeO3 at a distorted geometry.

The geometry in XYZ format:
```
19
Properties=species:S:1:pos:R:3:lowdin_charge:R:1
C -0.37 -1.55 1.12 -0.346
O 0.75 -2.26 0.52 -0.188
C 1.84 -1.48 0.14 -0.209
C 1.78 -0.98 -1.29 -0.142
O 0.78 0.02 -1.46 -0.402
C 0.81 0.66 -2.73 -0.038
H -1.18 -2.29 1.18 0.085
H -0.07 -1.28 2.16 0.090
H 2.75 -2.10 0.22 0.151
H 1.97 -0.61 0.82 0.145
H 1.57 -1.81 -1.98 0.155
H 2.76 -0.54 -1.56 0.151
H 0.01 1.41 -2.75 0.104
H 1.78 1.15 -2.88 0.122
H 0.65 -0.09 -3.53 0.121
Ce -1.10 0.25 -0.10 1.629
O -0.91 2.39 0.98 -0.240
C -2.10 2.03 1.22 -0.254
H -2.68 2.75 1.85 0.064
```

## Properties
**Charge**: +1
**⟨S²⟩**: 0.7518
**Spin multiplicity**: 2

---

DFT (ωB97M-V/def2-TZVPD) results for 2 unconnected molecules or ions with the total composition C3H4FO3P at a distorted geometry.

The geometry in XYZ format:
```
12
Properties=species:S:1:pos:R:3:nbo_charge:R:1
C -0.37 -2.98 -0.82 -0.758
C -0.40 -1.63 -0.98 0.033
C 0.05 1.27 0.19 -0.530
O 0.66 2.00 2.96 -1.156
O 1.49 1.60 0.47 -0.861
O 0.40 3.84 1.01 -1.178
F -1.42 -1.30 -2.02 -0.513
P 0.45 2.43 1.53 2.249
H -0.85 -3.69 -1.46 0.138
H 0.28 -3.55 -0.04 0.161
H -0.12 1.82 -0.80 0.150
H -0.17 0.19 -0.02 0.264
```

## Properties
**Charge**: -2

---

DFT (ωB97M-V/def2-TZVPD) results for 2 unconnected molecules or ions with the total composition C6H16NO at a distorted geometry.

The geometry in XYZ format:
```
24
Properties=species:S:1:pos:R:3:nbo_charge:R:1
C 1.59 -0.29 0.59 -0.212
O 1.95 0.78 1.44 -0.636
C 0.15 -0.59 0.64 0.458
C -0.80 0.33 0.08 -0.579
C -1.37 -0.17 -1.30 -0.325
C -1.87 -1.61 -1.29 -0.403
C -3.25 -1.80 -0.71 -0.619
N 4.18 3.15 1.17 -1.101
H 1.83 0.02 -0.44 0.223
H 2.28 -1.11 0.83 0.235
H 1.24 1.16 1.97 0.496
H -0.25 -1.27 1.40 0.231
H -1.63 0.32 0.79 0.274
H -0.46 1.37 0.02 0.291
H -2.11 0.55 -1.62 0.252
H -0.52 -0.10 -1.99 0.226
H -1.19 -2.19 -0.63 0.174
H -1.68 -2.08 -2.25 0.245
H -4.05 -1.32 -1.28 0.229
H -3.29 -1.34 0.29 0.195
H -3.59 -2.83 -0.64 0.244
H 5.10 2.91 1.49 0.374
H 3.64 2.31 1.05 0.355
H 4.09 3.80 0.41 0.373
```

## Properties
**Charge**: +1

---

Sequential energy relative to the best compared isomer or geometry (same formula, charge and spin) output: 109.9, 0.0, 94.7, 75.2, 19.4, 68.1, 60.7, 102.3 kcal per mole